# 1
{
  "formula": "C5H8O",
  "method": "wB97M-V/def2-TZVPD",
  "charge": 0,
  "de_lowest_kj_mol": 283.7,
  "smiles": "CC#C[C@@H](C)O",
  "orbital_gap_ha": 0.377,
  "total_energy_ha": -270.44985,
  "homo_ev": -9.421,
  "symbols": ["C", "C", "C", "C", "C", "O", "H", "H", "H", "H", "H", "H", "H", "H"],
  "xyz": [[0.166, -1.203, 2.210], [-0.532, -0.469, 1.181], [-1.024, 0.118, 0.241], [-0.395, 0.237, -1.095], [-0.019, 1.646, -1.501], [0.861, -0.466, -0.992], [-0.430, -1.149, 3.117], [1.156, -0.771, 2.389], [0.296, -2.253, 1.924], [-1.021, -0.244, -1.856], [0.505, 2.138, -0.677], [0.661, 1.567, -2.353], [-0.891, 2.242, -1.779], [0.667, -1.394, -0.809]]
}



# 2
{
  "formula": "H4O2",
  "method": "wB97M-V/def2-TZVPD",
  "charge": 0,
  "de_lowest_kj_mol": 28.6,
  "smiles": "O.O",
  "orbital_gap_ha": 0.420,
  "total_energy_ha": -152.86405,
  "homo_ev": -10.795,
  "symbols": ["O", "H", "H", "O", "H", "H"],
  "xyz": [[-0.864, -0.335, 1.361], [-0.527, -1.209, 1.244], [-0.154, 0.176, 0.963], [0.173, 0.381, -0.999], [0.603, -0.130, -1.701], [0.769, 1.117, -0.867]]
}



# 3
{
  "formula": "C28H42AsCa2F9O20",
  "method": "wB97M-V/def2-TZVPD",
  "charge": 2,
  "de_lowest_kj_mol": 2010.8,
  "orbital_gap_ha": 0.070,
  "total_energy_ha": -7085.84276,
  "homo_ev": -12.325,
  "symbols": ["Ca", "Ca", "As", "F", "F", "F", "F", "F", "F", "C", "O", "O", "C", "F", "F", "F", "C", "C", "H", "H", "H", "H", "H", "H", "C", "C", "C", "O", "C", "O", "O", "H", "H", "H", "H", "H", "H", "C", "C", "C", "O", "C", "O", "O", "H", "H", "H", "H", "H", "H", "C", "C", "C", "O", "C", "O", "O", "H", "H", "H", "H", "H", "H", "C", "C", "C", "O", "C", "O", "O", "H", "H", "H", "H", "H", "H", "C", "C", "C", "O", "C", "O", "O", "H", "H", "H", "H", "H", "H", "C", "C", "C", "O", "C", "O", "O", "H", "H", "H", "H", "H", "H"],
  "xyz": [[-3.728, -4.700, 4.982], [-0.672, -6.737, -0.186], [-7.013, -4.812, -0.134], [-7.794, -5.254, -1.694], [-8.614, -4.345, 0.542], [-6.326, -4.381, 1.506], [-5.392, -5.464, -0.625], [-6.638, -3.231, -0.908], [-7.325, -6.439, 0.650], [-0.868, -1.634, -0.335], [-0.628, -2.236, -1.667], [-1.070, -2.751, 0.572], [-0.001, -0.435, 0.082], [1.310, -0.791, 0.407], [0.132, 0.546, -0.872], [-0.487, 0.060, 1.191], [-0.993, -1.353, -2.797], [-0.273, -1.922, -4.091], [0.387, -1.208, -4.584], [0.237, -2.880, -3.987], [-0.955, -2.218, -4.888], [-0.645, -0.326, -2.689], [-2.074, -1.392, -2.934], [-1.820, -1.116, -0.451], [4.250, 4.828, 5.204], [5.548, 4.037, 4.780], [5.489, 3.493, 3.348], [6.478, 4.218, 2.678], [7.341, 4.862, 3.574], [8.415, 5.434, 3.328], [6.687, 4.868, 4.775], [3.255, 4.389, 5.133], [4.178, 5.634, 4.474], [4.337, 5.321, 6.172], [5.748, 3.231, 5.485], [4.523, 3.617, 2.858], [5.628, 2.416, 3.247], [0.634, 4.033, 10.403], [1.082, 2.626, 10.106], [1.263, 1.480, 11.132], [0.910, 0.379, 10.300], [0.230, 0.723, 9.238], [-0.231, 0.011, 8.316], [0.146, 2.034, 9.184], [-0.316, 4.169, 10.920], [0.528, 4.636, 9.501], [1.383, 4.563, 10.991], [1.962, 2.789, 9.484], [0.585, 1.395, 11.980], [2.314, 1.356, 11.395], [7.189, -2.536, -0.767], [7.028, -3.624, -1.689], [7.559, -4.944, -1.265], [6.527, -5.886, -1.121], [5.334, -5.254, -1.422], [4.229, -5.836, -1.604], [5.618, -3.978, -1.724], [6.329, -1.868, -0.821], [8.165, -2.053, -0.813], [7.197, -2.785, 0.294], [7.100, -3.295, -2.726], [8.099, -4.963, -0.319], [8.194, -5.288, -2.082], [-2.612, 5.080, -5.211], [-1.687, 5.655, -6.367], [-0.525, 4.755, -6.868], [-1.286, 4.079, -7.953], [-2.238, 4.859, -8.376], [-2.893, 4.877, -9.443], [-2.531, 5.789, -7.466], [-3.100, 4.249, -5.721], [-3.452, 5.759, -5.069], [-2.180, 4.753, -4.265], [-1.326, 6.654, -6.121], [-0.372, 3.891, -6.221], [0.307, 5.353, -7.238], [-2.563, 6.655, 2.390], [-2.531, 8.233, 2.565], [-2.992, 9.126, 1.336], [-4.127, 9.808, 1.882], [-4.521, 9.311, 3.059], [-5.617, 9.569, 3.511], [-3.567, 8.439, 3.491], [-2.319, 6.227, 3.362], [-1.774, 6.348, 1.703], [-3.501, 6.229, 2.036], [-1.612, 8.560, 3.053], [-3.305, 8.453, 0.537], [-2.241, 9.827, 0.972], [-2.923, -11.798, -8.398], [-3.653, -10.648, -7.667], [-4.415, -11.107, -6.426], [-3.874, -10.376, -5.324], [-2.876, -9.640, -5.748], [-2.240, -8.843, -5.081], [-2.639, -9.834, -7.147], [-2.578, -12.547, -7.684], [-2.129, -11.537, -9.097], [-3.746, -12.167, -9.009], [-4.346, -10.073, -8.281], [-4.225, -12.125, -6.087], [-5.478, -11.060, -6.665]]
}



# 4
{
  "formula": "C10H11ClN2O",
  "method": "wB97M-V/def2-TZVPD",
  "charge": 0,
  "de_lowest_kj_mol": 0.0,
  "smiles": "CN(C)[C@@H]1N=COc2cc(Cl)ccc21",
  "orbital_gap_ha": 0.341,
  "total_energy_ha": -1032.56509,
  "homo_ev": -8.476,
  "symbols": ["C", "N", "C", "C", "N", "C", "O", "C", "C", "C", "Cl", "C", "C", "C", "H", "H", "H", "H", "H", "H", "H", "H", "H", "H", "H"],
  "xyz": [[0.586, 1.042, -1.681], [-0.509, 0.059, -1.633], [-1.462, 0.264, -2.766], [-1.166, -0.301, -0.333], [-2.021, 0.807, 0.069], [-1.680, 1.635, 1.018], [-0.551, 1.483, 1.854], [0.160, 0.307, 1.668], [1.291, 0.071, 2.524], [2.019, -1.107, 2.420], [3.442, -1.362, 3.393], [1.692, -2.050, 1.453], [0.594, -1.815, 0.606], [-0.138, -0.632, 0.695], [1.231, 1.002, -0.816], [0.208, 2.080, -1.708], [1.178, 0.868, -2.620], [-2.272, -0.472, -2.768], [-0.924, 0.195, -3.741], [-1.893, 1.267, -2.700], [-1.798, -1.218, -0.426], [-2.334, 2.455, 1.242], [1.615, 0.834, 3.221], [2.320, -2.880, 1.228], [0.414, -2.534, -0.200]]
}



# 5
{
  "formula": "CH2FNOS",
  "method": "wB97M-V/def2-TZVPD",
  "charge": 0,
  "de_lowest_kj_mol": 735.5,
  "orbital_gap_ha": [0.315, 0.339],
  "total_energy_ha": -667.07011,
  "homo_ev": [-10.126, -10.247],
  "symbols": ["C", "N", "O", "F", "S", "H", "H"],
  "xyz": [[0.994, 0.215, 0.417], [-0.394, -0.495, -1.647], [0.099, 0.940, 2.773], [-1.602, 0.109, -1.812], [-0.240, 0.546, 1.423], [1.637, -0.138, -0.221], [-0.494, -1.177, -0.934]]
}



# 6
{
  "formula": "C12H24N4O3",
  "method": "wB97M-V/def2-TZVPD",
  "charge": 0,
  "de_lowest_kj_mol": 20.5,
  "smiles": "CNC(=O)[C@@H](C)NC(=O)[C@@H](CCCCN)NC(C)=O",
  "orbital_gap_ha": 0.347,
  "total_energy_ha": -916.43860,
  "homo_ev": -8.827,
  "symbols": ["C", "N", "C", "O", "C", "C", "N", "C", "O", "C", "C", "C", "C", "C", "N", "N", "C", "C", "O", "H", "H", "H", "H", "H", "H", "H", "H", "H", "H", "H", "H", "H", "H", "H", "H", "H", "H", "H", "H", "H", "H", "H", "H"],
  "xyz": [[1.512, -4.379, -0.861], [1.229, -3.721, 0.365], [1.254, -2.388, 0.561], [1.874, -1.647, -0.215], [0.636, -1.874, 1.871], [1.754, -1.679, 2.920], [-0.004, -0.595, 1.667], [-1.188, -0.473, 0.950], [-1.849, -1.482, 0.721], [-1.563, 0.919, 0.364], [-0.571, 1.549, -0.690], [0.646, 2.293, -0.028], [1.604, 2.913, -1.075], [2.713, 1.982, -1.605], [2.198, 0.751, -2.245], [-2.909, 0.840, -0.256], [-3.785, 1.839, -0.193], [-5.252, 1.596, -0.581], [-3.445, 2.963, 0.243], [0.901, -5.281, -0.992], [2.534, -4.708, -0.869], [1.326, -3.690, -1.680], [0.791, -4.264, 1.072], [-0.090, -2.556, 2.247], [2.218, -2.632, 3.187], [1.399, -1.169, 3.832], [2.542, -1.114, 2.443], [0.511, 0.282, 1.771], [-1.627, 1.617, 1.166], [-0.260, 0.834, -1.433], [-1.090, 2.347, -1.205], [0.281, 3.115, 0.558], [1.178, 1.592, 0.651], [2.044, 3.799, -0.657], [1.049, 3.259, -1.968], [3.324, 1.686, -0.745], [3.380, 2.456, -2.387], [2.964, 0.247, -2.678], [1.845, 0.166, -1.523], [-3.307, -0.039, -0.576], [-5.287, 1.097, -1.558], [-5.721, 2.583, -0.732], [-5.756, 0.967, 0.165]]
}